(1)
{"formula": "C50H40BrFeN2O4S2", "method": "ωB97M-V/def2-TZVPD", "fmax_ev_per_a": 2.148, "mol_weight_da": 932.76, "homo_ha": [-0.44263, -0.44272], "multiplicity": 6, "s_squared": 8.82, "e_tot_ha": -6973.3391, "charge": 2, "species": ["Fe", "O", "C", "C", "C", "C", "C", "C", "C", "O", "N", "N", "C", "C", "Br", "C", "C", "C", "C", "C", "C", "C", "H", "H", "H", "H", "H", "H", "H", "H", "H", "H", "H", "H", "H", "H", "C", "C", "C", "C", "C", "C", "C", "S", "O", "C", "C", "C", "C", "C", "C", "C", "C", "C", "C", "C", "C", "C", "C", "C", "C", "C", "C", "C", "C", "S", "O", "C", "C", "C", "C", "C", "C", "C", "H", "H", "H", "H", "H", "H", "H", "H", "H", "H", "H", "H", "H", "H", "H", "H", "H", "H", "H", "H", "H", "H", "H", "H", "H", "H"], "positions_angstrom": [[-0.113, -0.112, -0.506], [-2.932, 3.800, 2.209], [-2.396, 3.111, 3.258], [-2.783, 3.343, 4.573], [-2.207, 2.622, 5.605], [-1.247, 1.656, 5.333], [-0.874, 1.412, 4.024], [-1.427, 2.144, 2.981], [-1.071, 1.856, 1.538], [-0.829, 0.551, 1.274], [0.075, 2.671, 1.112], [0.736, 2.254, 0.098], [1.740, 2.926, -0.401], [2.518, 2.362, -1.423], [2.175, 0.477, -1.731], [3.499, 2.953, -2.173], [3.643, 4.345, -2.467], [4.862, 4.828, -2.987], [4.952, 6.110, -3.479], [3.831, 6.937, -3.490], [2.628, 6.491, -2.949], [2.533, 5.218, -2.432], [-3.547, 4.467, 2.536], [-3.543, 4.090, 4.771], [-2.506, 2.827, 6.624], [-0.792, 1.099, 6.140], [-0.146, 0.648, 3.783], [-1.930, 2.210, 0.931], [0.281, 3.561, 1.566], [2.053, 3.892, -0.005], [4.175, 2.287, -2.701], [5.736, 4.189, -2.975], [5.893, 6.472, -3.870], [3.888, 7.920, -3.938], [1.758, 7.132, -2.958], [1.581, 4.856, -2.069], [-9.195, -0.876, -0.556], [-7.715, -0.640, -0.481], [-6.819, -1.472, -1.147], [-5.450, -1.324, -0.992], [-4.977, -0.336, -0.149], [-5.847, 0.557, 0.465], [-7.211, 0.406, 0.292], [-3.281, -0.222, 0.450], [-2.370, -0.689, -0.674], [-3.543, -1.554, 1.682], [-3.944, -1.007, 2.918], [-4.262, -1.811, 3.970], [-4.153, -3.214, 3.851], [-4.396, -4.065, 4.952], [-4.229, -5.416, 4.843], [-3.794, -5.977, 3.629], [-3.566, -5.182, 2.540], [-3.754, -3.781, 2.612], [-3.486, -2.921, 1.495], [-3.043, -3.546, 0.219], [-3.908, -4.378, -0.544], [-5.265, -4.580, -0.194], [-6.064, -5.384, -0.958], [-5.556, -6.017, -2.108], [-4.252, -5.836, -2.474], [-3.396, -5.009, -1.709], [-2.050, -4.806, -2.083], [-1.224, -4.012, -1.340], [-1.721, -3.415, -0.174], [-0.710, -2.387, 0.895], [0.542, -2.080, 0.081], [-0.314, -3.581, 2.167], [-0.400, -3.082, 3.458], [-0.150, -3.922, 4.529], [0.196, -5.255, 4.319], [0.535, -6.145, 5.477], [0.263, -5.734, 3.010], [0.009, -4.909, 1.931], [-9.432, -1.638, -1.295], [-9.724, 0.042, -0.808], [-9.562, -1.210, 0.416], [-7.197, -2.264, -1.781], [-4.759, -1.974, -1.509], [-5.455, 1.352, 1.088], [-7.895, 1.093, 0.772], [-3.984, 0.072, 3.013], [-4.591, -1.384, 4.909], [-4.711, -3.622, 5.888], [-4.434, -6.059, 5.687], [-3.649, -7.046, 3.550], [-3.227, -5.628, 1.617], [-5.655, -4.095, 0.690], [-7.097, -5.542, -0.676], [-6.203, -6.649, -2.701], [-3.854, -6.318, -3.357], [-1.676, -5.305, -2.968], [-0.188, -3.858, -1.615], [-0.655, -2.040, 3.613], [-0.207, -3.539, 5.540], [0.416, -5.623, 6.423], [1.573, -6.475, 5.402], [-0.088, -7.040, 5.485], [0.531, -6.769, 2.836], [0.077, -5.285, 0.918]]}

(2)
{"formula": "C7H8AgNOS", "method": "ωB97M-V/def2-TZVPD", "fmax_ev_per_a": 1.645, "mol_weight_da": 262.08, "homo_ha": -0.22614, "multiplicity": 1, "e_tot_ha": -946.4825, "species": ["S", "N", "C", "O", "C", "C", "C", "C", "C", "C", "H", "H", "H", "H", "H", "H", "H", "H", "Ag"], "positions_angstrom": [[-0.629, 2.215, -2.492], [-0.460, 0.630, -1.928], [-1.686, 0.060, -1.579], [-1.675, -0.611, -0.255], [-0.491, -0.406, 0.439], [0.557, -1.260, 0.205], [1.770, -1.088, 0.862], [1.867, -0.043, 1.784], [0.807, 0.832, 2.037], [-0.394, 0.645, 1.337], [0.293, 2.890, -1.735], [-2.543, 0.757, -1.586], [-1.884, -0.790, -2.319], [0.301, -2.006, -0.556], [2.594, -1.765, 0.633], [2.834, 0.065, 2.287], [0.921, 1.649, 2.750], [-1.218, 1.342, 1.511], [-0.962, -3.118, -1.394]]}

(3)
{"formula": "C16H32N2O6", "method": "ωB97M-V/def2-TZVPD", "smiles": "CCOCCOC(=O)NCCCCCCNC(=O)OCCOCC", "fmax_ev_per_a": 0.711, "mol_weight_da": 348.44, "e_above_lowest_kcal_mol": 0.0, "homo_ha": -0.33642, "multiplicity": 1, "e_tot_ha": -1189.8562, "species": ["C", "C", "O", "C", "H", "C", "H", "H", "O", "C", "O", "N", "H", "C", "H", "C", "C", "C", "H", "C", "C", "N", "C", "O", "O", "C", "C", "O", "C", "C", "H", "H", "H", "H", "H", "H", "H", "H", "H", "H", "H", "H", "H", "H", "H", "H", "H", "H", "H", "H", "H", "H", "H", "H", "H", "H"], "positions_angstrom": [[4.165, 2.286, 0.688], [3.944, 0.979, -0.068], [2.689, 0.390, 0.219], [2.615, -0.366, 1.410], [3.208, 0.087, 2.212], [3.073, -1.820, 1.214], [4.126, -1.878, 0.931], [2.904, -2.371, 2.145], [2.378, -2.440, 0.144], [1.049, -2.653, 0.349], [0.503, -2.507, 1.414], [0.468, -3.096, -0.786], [1.069, -3.125, -1.597], [-0.943, -2.894, -1.046], [-1.410, -2.603, -0.104], [-1.149, -1.798, -2.093], [-0.555, -0.467, -1.632], [-0.699, 0.630, -2.690], [-1.716, 1.025, -2.679], [0.296, 1.780, -2.520], [0.015, 2.702, -1.333], [0.224, 2.055, -0.061], [-0.770, 1.916, 0.834], [-1.850, 2.455, 0.772], [-0.367, 1.124, 1.864], [-1.381, 0.718, 2.771], [-1.951, -0.652, 2.370], [-2.572, -0.679, 1.112], [-3.821, -0.013, 1.029], [-4.478, -0.406, -0.284], [-5.455, 0.063, -0.362], [-4.591, -1.486, -0.339], [-3.860, -0.077, -1.114], [-4.453, -0.314, 1.880], [-3.679, 1.074, 1.060], [-1.130, -1.370, 2.294], [-2.652, -0.975, 3.156], [-0.910, 0.640, 3.753], [-2.167, 1.481, 2.793], [1.061, 1.495, 0.058], [-1.022, 3.046, -1.347], [0.671, 3.579, -1.401], [0.277, 2.395, -3.423], [1.304, 1.371, -2.415], [-0.529, 0.187, -3.676], [-1.054, -0.177, -0.709], [0.506, -0.604, -1.413], [-2.220, -1.685, -2.269], [-0.685, -2.106, -3.035], [-1.380, -3.837, -1.391], [1.562, -0.358, 1.700], [4.757, 0.275, 0.144], [3.928, 1.173, -1.145], [5.104, 2.735, 0.377], [4.201, 2.115, 1.762], [3.353, 2.979, 0.478]]}